i) The following is a quantum chemistry calculation of a single C3H5N3O molecule, from the OMol25 dataset.

Properties
**Molar mass**: 99.093 g mol⁻¹
**Structure (SMILES)**: COn1cncn1
**LUMO level**: 0.9 eV
**HOMO energy**: -9.825 eV
**HOMO-LUMO gap**: 10.7 eV
**Total charge**: 0

Geometry (Å):
1 C -0.37 -1.38 1.61
2 C 0.90 0.09 -1.07
3 C -0.12 1.70 -0.27
4 H -1.28 -0.69 1.91
5 H 0.68 -1.23 2.22
6 H -0.54 -2.39 2.00
7 H 1.70 -0.53 -1.62
8 H -0.65 2.61 0.07
9 N -0.10 -0.36 -0.24
10 N 0.90 1.50 -1.06
11 N -0.79 0.68 0.28
12 O -0.31 -1.63 0.13

Löwdin atomic charge list, values in e, 4 entries: C -0.0723; C -0.0580; C -0.3027; H 0.1201

ii) The following is a quantum chemistry calculation of a single C3H5N3O molecule, from the OMol25 dataset.

Properties
**Molar mass**: 99.093 g mol⁻¹
**Structure (SMILES)**: OCc1nc[nH]n1
**LUMO level**: 0.8 eV
**HOMO energy**: -10.002 eV
**HOMO-LUMO gap**: 10.8 eV
**Total charge**: 0

Geometry (Å):
1 O 2.10 0.54 -1.08
2 C 1.73 -0.17 0.08
3 C 0.23 -0.14 0.21
4 N -0.45 0.48 -0.74
5 N -1.72 0.32 -0.35
6 C -1.76 -0.39 0.79
7 N -0.54 -0.69 1.18
8 H 1.29 0.96 -1.41
9 H 2.20 0.27 0.97
10 H 2.07 -1.21 0.01
11 H -2.46 0.66 -0.94
12 H -2.69 -0.65 1.28

Löwdin atomic charge list, values in e, 4 entries: O -0.0727; C -0.2031; C -0.3455; N 0.0787

ii) is favored, and the nearest alternative lies 85.7 kcal/mol above it.

i) The following is a quantum chemistry calculation of a single C3H5N3O molecule, from the OMol25 dataset.

Properties
**Molar mass**: 99.093 g mol⁻¹
**LUMO level**: 0.8 eV
**HOMO energy**: -7.031 eV
**HOMO-LUMO gap**: 7.8 eV
**Total charge**: 0

Geometry (Å):
1 N -2.04 -0.85 1.04
2 C -0.75 -0.70 0.62
3 N 0.42 -1.03 0.58
4 C 1.35 -0.10 -0.05
5 O 2.42 -0.59 -0.75
6 C 0.70 1.01 -0.55
7 N -0.61 1.08 -0.37
8 H -2.60 -1.57 0.59
9 H -2.44 0.07 0.86
10 H 3.13 -0.88 -0.17
11 H 1.27 1.78 -1.08
12 H -0.97 1.99 -0.72

Löwdin atomic charge list, values in e, 4 entries: N 0.1053; C -0.2000; N 0.1705; C -0.3812

ii) The following is a quantum chemistry calculation of 2 unconnected molecules or ions with the total composition C3H5N3O, from the OMol25 dataset.

Properties
**Molar mass**: 99.093 g mol⁻¹
**LUMO level (alpha / beta)**: -2.0 / -1.5 eV
**HOMO energy (alpha / beta)**: -8.749 / -9.606 eV
**HOMO-LUMO gap (alpha / beta)**: 6.7 / 8.1 eV
**Total charge**: 0

Geometry (Å):
1 N 0.71 1.60 0.34
2 C 0.69 0.33 0.28
3 C 1.79 -0.51 -0.15
4 O 1.42 -1.73 -0.10
5 N 0.11 -1.95 0.30
6 C -0.39 -0.70 0.53
7 N -1.59 -0.36 0.84
8 H -1.50 1.72 -1.07
9 H -0.19 1.95 0.68
10 H 2.79 -0.28 -0.50
11 H -1.80 1.21 -0.60
12 H -2.17 -1.20 0.90

Löwdin atomic charge list, values in e, 4 entries: N 0.1790; C -0.3156; C -0.0261; O 0.0049

i) is favored, and the nearest alternative lies 44.5 kcal/mol above it.

i) The following is a quantum chemistry calculation of a molecular structure, C3H5N3O, from the OMol25 dataset.

Properties
**Molar mass**: 99.093 g mol⁻¹
**LUMO level**: 0.8 eV
**HOMO energy**: -9.225 eV
**HOMO-LUMO gap**: 10.1 eV
**Total charge**: 0

Geometry (Å):
1 C -2.24 0.10 0.07
2 C 0.03 -0.41 -0.11
3 C 1.76 0.67 -0.02
4 H -2.20 0.49 1.09
5 H -2.00 0.97 -0.66
6 H -3.19 -0.34 -0.30
7 H 2.57 1.43 0.08
8 H 3.04 -0.89 0.18
9 N 0.43 0.85 -0.14
10 N 2.11 -0.62 -0.06
11 N 0.95 -1.39 0.00
12 O -1.26 -0.89 -0.13

Löwdin atomic charge list, values in e, 4 entries: C -0.1055; C -0.4669; C -0.1795; H 0.0859

ii) The following is a quantum chemistry calculation of a single C3H5N3O molecule, from the OMol25 dataset.

Properties
**Molar mass**: 99.093 g mol⁻¹
**LUMO level**: 0.8 eV
**HOMO energy**: -8.148 eV
**HOMO-LUMO gap**: 8.9 eV
**Total charge**: 0

Geometry (Å):
1 C 0.48 -0.33 -0.49
2 N -1.24 0.86 0.38
3 C 0.12 1.14 -0.19
4 N 1.43 -0.99 0.36
5 C -1.03 -0.65 -0.27
6 N -1.75 0.27 -0.96
7 O 0.78 2.10 0.10
8 H -1.94 1.19 1.03
9 H 0.74 -0.49 -1.53
10 H 1.35 -0.69 1.33
11 H 2.38 -0.81 0.06
12 H -1.35 -1.61 0.17

Löwdin atomic charge list, values in e, 4 entries: C -0.2853; N 0.0596; C -0.3544; N 0.0642

i) is favored, and the nearest alternative lies 82.3 kcal/mol above it.

i) The following is a quantum chemistry calculation of a single C3H5N3O molecule, from the OMol25 dataset.

Properties
**Molar mass**: 99.093 g mol⁻¹
**Structure (SMILES)**: Nc1c[nH]c(=O)[nH]1
**LUMO level**: 0.8 eV
**HOMO energy**: -7.635 eV
**HOMO-LUMO gap**: 8.4 eV
**Total charge**: 0

Geometry (Å):
1 N 2.01 -0.17 0.08
2 C 0.65 0.03 -0.15
3 C -0.10 1.14 -0.11
4 N -1.45 0.73 -0.15
5 C -1.49 -0.62 0.12
6 O -2.37 -1.27 0.64
7 N -0.21 -1.07 -0.25
8 H 2.43 -0.89 -0.50
9 H 2.53 0.70 0.00
10 H 0.17 2.14 0.18
11 H -2.22 1.30 0.16
12 H 0.06 -2.01 -0.02

Löwdin atomic charge list, values in e, 4 entries: N 0.1006; C -0.3817; C -0.0670; N 0.0905

ii) The following is a quantum chemistry calculation of a single C3H5N3O molecule, from the OMol25 dataset.

Properties
**Molar mass**: 99.093 g mol⁻¹
**LUMO level**: -0.1 eV
**HOMO energy**: -8.290 eV
**HOMO-LUMO gap**: 8.2 eV
**Total charge**: 0

Geometry (Å):
1 N 0.82 1.56 -0.06
2 C 0.51 0.13 -0.08
3 C 1.68 -0.57 -0.27
4 O 1.30 -1.85 -0.21
5 N -0.07 -1.99 0.03
6 C -0.56 -0.78 0.12
7 N -1.90 -0.59 0.44
8 H 0.44 2.14 -0.82
9 H 0.70 2.05 0.83
10 H 1.85 1.33 -0.23
11 H -2.38 0.05 -0.19
12 H -2.38 -1.49 0.44

Löwdin atomic charge list, values in e, 4 entries: N 0.1562; C -0.2944; C -0.1101; O -0.1235

i) is favored, and the nearest alternative lies 106.3 kcal/mol above it.

i) The following is a quantum chemistry calculation of a single C3H5N3O molecule, from the OMol25 dataset.

Properties
**Molar mass**: 99.093 g mol⁻¹
**Structure (SMILES)**: O/N=C1/C=NNC1
**LUMO level**: 0.4 eV
**HOMO energy**: -8.791 eV
**HOMO-LUMO gap**: 9.2 eV
**Total charge**: 0

Geometry (Å):
1 C -0.16 -0.32 -0.51
2 C 0.45 0.13 0.79
3 C -1.49 0.36 -0.55
4 H 2.03 -1.69 -1.87
5 H 1.45 0.51 0.57
6 H 0.62 -0.58 1.57
7 H -0.70 1.11 2.27
8 H -2.17 0.17 -1.43
9 N 0.41 -0.88 -1.51
10 N -0.50 1.22 1.26
11 N -1.69 1.21 0.49
12 O 1.76 -1.24 -1.08

Löwdin atomic charge list, values in e, 4 entries: C -0.3012; C -0.1149; C -0.0735; H 0.0655

ii) The following is a quantum chemistry calculation of a single C3H5N3O molecule, from the OMol25 dataset.

Properties
**Molar mass**: 99.093 g mol⁻¹
**LUMO level (alpha / beta)**: 0.6 / 0.6 eV
**HOMO energy (alpha / beta)**: -7.450 / -7.450 eV
**HOMO-LUMO gap (alpha / beta)**: 8.0 / 8.0 eV
**Total charge**: 0

Geometry (Å):
1 C 0.87 -1.02 -0.85
2 C 3.13 -0.32 -0.23
3 C -0.24 0.63 0.48
4 N 2.00 -0.79 -0.35
5 N -0.25 -0.12 -0.65
6 N -1.32 1.47 0.45
7 O 3.92 -0.33 0.79
8 H 0.57 -1.70 -1.62
9 H -0.88 0.04 -1.44
10 H -2.03 1.28 -0.26
11 H -1.34 1.91 1.43
12 H 3.40 -0.69 1.61

Löwdin atomic charge list, values in e, 4 entries: C -0.1730; C -0.2687; C -0.1943; N 0.0656

i) is favored, and the nearest alternative lies 32.2 kcal/mol above it.

i) The following is a quantum chemistry calculation of 2 unconnected molecules or ions with the total composition C3H5N3O, from the OMol25 dataset.

Properties
**Molar mass**: 99.093 g mol⁻¹
**LUMO level (alpha / beta)**: -0.1 / -0.1 eV
**HOMO energy (alpha / beta)**: -8.522 / -8.491 eV
**HOMO-LUMO gap (alpha / beta)**: 8.4 / 8.4 eV
**Total charge**: 0

Geometry (Å):
1 N 2.38 0.93 -0.30
2 C 0.90 -0.39 -0.16
3 C 0.16 -1.62 -0.04
4 N -1.19 -1.18 0.11
5 C -1.15 0.16 0.11
6 O -2.20 0.98 0.18
7 N 0.05 0.62 0.00
8 H 2.51 1.89 -0.69
9 H 2.11 1.15 0.63
10 H 0.28 -2.71 -0.01
11 H -2.07 -1.70 0.13
12 H -1.79 1.86 0.04

Löwdin atomic charge list, values in e, 4 entries: N 0.0104; C -0.0644; C -0.0512; N 0.1071

ii) The following is a quantum chemistry calculation of a molecular structure, C3H5N3O, from the OMol25 dataset.

Properties
**Molar mass**: 99.093 g mol⁻¹
**LUMO level**: 0.9 eV
**HOMO energy**: -7.537 eV
**HOMO-LUMO gap**: 8.4 eV
**Total charge**: 0

Geometry (Å):
1 N -0.28 1.01 -1.63
2 C 0.07 0.31 -0.50
3 C -0.07 -1.01 -0.28
4 N 0.66 -1.31 0.96
5 C 0.11 -0.14 1.53
6 O -0.94 -0.11 2.10
7 N 0.62 0.91 0.66
8 H 0.12 1.90 -1.82
9 H -0.31 0.42 -2.46
10 H -0.62 -1.72 -0.88
11 H 0.29 -2.12 1.44
12 H 0.36 1.86 0.88

Löwdin atomic charge list, values in e, 4 entries: N 0.1194; C -0.3976; C -0.0840; N 0.0764

ii) is favored, and the nearest alternative lies 69.9 kcal/mol above it.